Entry w
Below is a molecular structure, C2H8OS, with properties calculated with ωB97M-V/def2-TZVPD.

Geometry as XYZ:
```
12
Properties=species:S:1:pos:R:3:lowdin_charge:R:1
C -2.635 -0.576 0.120 -0.063
C -2.710 -2.038 0.047 -0.165
S 2.906 1.496 0.418 0.143
H -2.819 -0.273 1.198 0.110
H -3.511 -0.247 -0.451 0.088
H -1.998 -2.561 0.668 0.079
H -3.770 -2.329 0.256 0.114
H -2.454 -2.184 -1.029 0.101
H 4.049 1.873 -0.224 -0.334
H 0.270 0.387 -0.631 0.012
H -1.315 -0.350 -0.418 -0.030
O -0.361 -0.321 -0.882 -0.056
```

The value obtained for the molar mass is 80.15 g mol⁻¹. Its total charge is 0. Its HOMO-LUMO gap is 2.989 eV. Its LUMO energy is -4.654 eV.

---

Entry x
Below is 2 unconnected molecules or ions with the total composition C2H8OS, with properties calculated with ωB97M-V/def2-TZVPD.

Geometry as XYZ:
```
12
Properties=species:S:1:pos:R:3:lowdin_charge:R:1
C -0.416 -1.627 0.210 -0.393
S -1.721 -2.474 1.235 0.707
C -2.056 -1.125 2.436 -0.435
H 0.426 -2.299 0.216 0.012
H -0.318 -0.603 0.544 0.021
H -0.766 -1.538 -0.821 0.020
H -1.305 -0.342 2.492 0.028
H -3.011 -0.651 2.233 0.019
H -2.148 -1.575 3.426 0.020
H 4.424 3.721 -4.042 0.022
H 3.115 4.143 -3.628 0.037
O 3.774 4.371 -4.301 -0.059
```

The value obtained for the molar mass is 80.15 g mol⁻¹. Its SMILES is CSC.O. Its total charge is 0. Its HOMO-LUMO gap is 9.483 eV. Its LUMO energy is 0.950 eV.

---

It is entry x that is the most stable of them.

---

Entry w
Below is 3 unconnected molecules or ions with the total composition C2H8OS, with properties calculated with ωB97M-V/def2-TZVPD.

Geometry as XYZ:
```
12
Properties=species:S:1:pos:R:3:lowdin_charge:R:1
C 0.302 -0.792 0.954 0.039
C 1.596 -0.091 1.095 -0.119
S -3.715 1.047 -2.304 0.132
H -0.441 -0.652 1.737 0.088
H 0.396 -1.871 0.876 0.087
H 1.688 0.543 1.939 0.075
H 2.418 -0.794 0.959 0.093
H 1.757 0.625 0.275 0.103
H -2.551 1.695 -2.137 -0.386
H -1.132 0.335 -1.573 -0.021
H -0.106 -0.178 -0.446 -0.059
O -0.210 0.132 -1.374 -0.033
```

The value obtained for the molar mass is 80.15 g mol⁻¹. Its total charge is 0. Its HOMO-LUMO gap is 3.069 eV. Its LUMO energy is -4.432 eV.

---

Entry x
Below is 2 unconnected molecules or ions with the total composition C2H8OS, with properties calculated with ωB97M-V/def2-TZVPD.

Geometry as XYZ:
```
12
Properties=species:S:1:pos:R:3:lowdin_charge:R:1
C 1.644 -0.964 0.104 -0.164
C 1.677 0.584 -0.042 -0.598
S 3.231 1.299 0.601 0.666
H 1.618 -1.416 -0.889 0.066
H 2.578 -1.273 0.547 0.033
H 0.786 -1.331 0.659 0.067
H 0.873 1.061 0.490 0.044
H 1.615 0.808 -1.093 0.049
H 3.377 0.426 1.595 -0.162
H -5.419 -0.422 -0.769 0.031
H -5.831 1.066 -0.664 0.036
O -6.150 0.161 -0.537 -0.066
```

The value obtained for the molar mass is 80.15 g mol⁻¹. Its SMILES is CCS.O. Its total charge is 0. Its HOMO-LUMO gap is 9.895 eV. Its LUMO energy is 0.817 eV.

---

It is entry x that is the most stable of them.

---

Entry w
Below is 3 unconnected molecules or ions with the total composition C2H11N2O2, with properties calculated with ωB97M-V/def2-TZVPD.

Geometry as XYZ:
```
17
Properties=species:S:1:pos:R:3:lowdin_charge:R:1
C -0.386 -0.531 2.018 -0.054
N -0.190 1.004 -1.236 0.188
C -0.743 0.584 -0.137 -0.128
N -0.018 0.405 0.955 0.011
H 0.383 -1.221 2.369 0.097
H -1.284 -1.111 1.781 0.085
H -0.754 0.038 2.969 0.129
H 0.661 1.526 -1.234 0.130
H -0.681 1.040 -2.137 0.156
H -1.798 0.140 -0.202 0.166
H 0.989 0.628 1.059 0.180
H -4.231 -1.387 -1.297 -0.025
H -2.969 -2.070 -0.900 0.017
O -3.412 -1.281 -1.017 0.047
H 5.365 0.031 -0.308 0.040
H 4.373 0.762 -1.008 -0.017
O 4.433 0.212 -0.284 -0.022
```

The value obtained for the molar mass is 95.12 g mol⁻¹. Its total charge is +1. Its HOMO-LUMO gap is 11.052 eV. Its LUMO energy is -3.523 eV.

---

Entry x
Below is 3 unconnected molecules or ions with the total composition C2H11N2O2, with properties calculated with ωB97M-V/def2-TZVPD.

Geometry as XYZ:
```
17
Properties=species:S:1:pos:R:3:lowdin_charge:R:1
C -0.600 1.467 0.992 -0.008
N 0.670 -0.193 -2.030 0.186
C -0.037 0.512 -1.157 -0.147
N 0.283 0.737 0.076 0.039
H -1.361 0.793 1.354 0.084
H -1.003 2.333 0.474 0.101
H -0.007 1.820 1.828 0.100
H 1.644 -0.418 -1.896 0.127
H 0.141 -0.757 -2.677 0.135
H -0.993 0.883 -1.503 0.165
H 1.229 0.505 0.373 0.122
H -2.824 -2.313 0.429 0.046
H -3.381 -0.899 0.419 0.039
O -2.724 -1.461 -0.007 -0.063
H 2.849 -1.751 1.300 0.064
H 3.427 -0.354 1.156 0.061
O 2.687 -0.904 0.868 -0.050
```

The value obtained for the molar mass is 95.12 g mol⁻¹. Its total charge is +1. Its HOMO-LUMO gap is 11.664 eV. Its LUMO energy is -3.203 eV.

---

It is entry x that is the most stable of them.